No. 1
A structure of composition C20H55F6N5Na2O5P in a non-equilibrium geometry, computed with ωB97M-V/def2-TZVPD.

Output
total charge: +1
electronic energy: -73741.1800 eV
HOMO-LUMO gap: 5.16 eV
LUMO: -5.23 eV
highest occupied orbital energy: -10.39 eV
relative energy (zero: lowest compared OMol25 entry of this formula, charge and spin): 538.8 kJ/mol
spin multiplicity: 1

CARTESIAN COORDINATES (ANGSTROEM)
Na (0.513179, -5.488396, -2.312202)
Na (-3.996881, -1.591786, -2.786842)
P (-0.267401, -0.677836, 0.614598)
F (1.228089, 0.033984, 0.781068)
F (-0.049121, -1.466826, 2.045468)
F (-0.876971, 0.627514, 1.268938)
F (-1.705311, -1.370166, 0.515558)
F (-0.502101, 0.099994, -0.788942)
F (0.391879, -1.909246, -0.262702)
C (1.592019, 3.482584, -4.445052)
C (2.677819, 2.444424, -4.153842)
C (3.472089, 2.927254, -2.902992)
O (4.146659, 4.112594, -3.231612)
C (4.989369, 4.519044, -2.192482)
N (1.946849, 1.205494, -4.043932)
H (0.847439, 3.165154, -5.175072)
H (1.972839, 4.450764, -4.770172)
H (1.027849, 3.630534, -3.524222)
H (3.415899, 2.408074, -4.955102)
H (4.210869, 2.134334, -2.786412)
H (2.758919, 2.890154, -2.079522)
H (5.922769, 3.957264, -2.156742)
H (4.566629, 4.406554, -1.194102)
H (5.293419, 5.559864, -2.081452)
H (1.416789, 1.270104, -3.186632)
H (2.548239, 0.499324, -3.644232)
C (-2.054151, 7.704004, -0.086202)
C (-1.325481, 6.478094, 0.467948)
C (-1.430391, 6.287864, 1.993478)
O (-0.982701, 7.438894, 2.795178)
C (0.382829, 7.776554, 2.606808)
N (-1.814281, 5.242444, -0.116882)
H (-1.895461, 7.745704, -1.163782)
H (-1.836301, 8.577934, 0.527698)
H (-3.119101, 7.517614, 0.052548)
H (-0.251761, 6.576404, 0.308068)
H (-0.940561, 5.372404, 2.325308)
H (-2.427281, 6.035704, 2.355068)
H (0.500399, 8.456824, 1.763298)
H (1.117329, 7.033074, 2.297218)
H (0.836979, 8.226544, 3.489628)
H (-1.617981, 5.226884, -1.107502)
H (-1.295511, 4.473444, 0.282628)
C (5.096729, -3.596056, -1.770562)
C (5.262869, -3.470246, -3.276562)
C (6.380299, -4.315786, -3.818652)
O (7.531779, -4.264726, -3.046332)
C (8.654999, -4.940636, -3.584732)
N (3.998519, -3.697326, -3.878162)
H (6.026049, -3.447706, -1.220602)
H (4.713329, -4.564876, -1.450402)
H (4.435029, -2.775336, -1.493652)
H (5.553379, -2.423026, -3.360432)
H (6.650529, -4.111386, -4.854662)
H (6.030919, -5.341676, -3.702112)
H (9.296759, -5.119486, -2.722022)
H (9.241089, -4.462156, -4.369372)
H (8.311979, -5.916476, -3.928492)
H (4.063499, -4.683596, -4.085912)
H (4.232599, -3.352486, -4.798162)
C (0.734129, -7.493316, 2.532398)
C (-0.758021, -7.073396, 2.435738)
C (-1.086811, -6.413866, 3.857268)
O (-2.377261, -5.848786, 3.792798)
C (-2.717121, -4.981666, 4.804438)
N (-0.831821, -6.084566, 1.363378)
H (0.913379, -8.283396, 3.261618)
H (1.337919, -6.664226, 2.901338)
H (1.103559, -7.908986, 1.594908)
H (-1.444951, -7.863716, 2.133038)
H (-0.392421, -5.589576, 4.019928)
H (-1.038101, -7.124306, 4.682508)
H (-3.780231, -5.129336, 4.994428)
H (-2.481271, -3.954906, 4.524758)
H (-2.338841, -5.339446, 5.762048)
H (-1.744291, -5.687986, 1.537248)
H (-0.318871, -5.267876, 1.663388)
C (-7.219001, 2.674594, 1.243708)
C (-6.127331, 1.750584, 1.738448)
C (-6.790071, 0.428684, 2.307378)
O (-7.420821, 0.840854, 3.576678)
C (-8.255471, -0.119526, 4.160618)
N (-5.291241, 1.442904, 0.554498)
H (-6.942901, 3.693294, 0.971478)
H (-7.956031, 2.706114, 2.046148)
H (-7.720581, 2.219114, 0.389868)
H (-5.597741, 2.143824, 2.606198)
H (-5.957801, -0.242816, 2.518388)
H (-7.378561, -0.089966, 1.550558)
H (-7.678631, -1.031576, 4.313958)
H (-9.125681, -0.364126, 3.551518)
H (-8.695971, 0.227134, 5.095438)
H (-4.919681, 2.367004, 0.386918)
H (-4.570211, 1.055104, 1.145968)

Forces on the atoms, in the same order (eV/Å):
0.2185 0.1873 0.4816
0.0962 0.4082 0.4020
2.4428 1.0538 0.6729
-0.9144 -1.1290 -0.4176
-0.0115 0.5300 -1.1825
-0.7795 0.1026 1.4205
-0.9288 -0.4607 -0.4644
-0.0208 -0.3799 -1.1030
-0.1175 -0.1134 0.5365
-0.0583 0.5088 -0.1949
-0.3273 2.0450 -0.3198
-0.1348 -1.9147 -1.8834
-0.6010 0.8073 0.4794
0.8883 -0.0099 1.7409
0.5620 -1.0771 1.2705
0.2785 -0.2923 -0.1930
0.1405 -0.0503 0.1566
-0.0394 0.1702 0.2065
-0.1824 -0.2111 -0.2619
0.3007 -0.1785 0.6964
0.2332 0.7914 0.5491
0.1196 -0.3209 -0.2935
-0.6001 -0.5971 0.0650
-0.3757 0.3572 -1.4231
-1.1963 0.5874 0.1411
0.9307 -0.6777 -0.6539
-0.5242 -1.2078 0.7641
0.3367 0.1487 1.0955
-0.1788 0.9399 0.9852
0.2795 -1.5528 -0.8072
0.5416 0.5801 -0.7194
-0.2922 -0.1596 -0.2038
0.2736 0.6285 0.1137
0.3608 0.1952 -0.5855
-0.1886 -0.0092 -0.0288
0.2868 0.2684 -0.3411
0.9727 0.0193 -0.2368
-0.4863 0.7587 -0.3856
-0.2753 0.6332 0.0548
-0.5445 -1.1662 0.3007
-0.5817 0.1346 0.1728
-0.0318 0.0053 -0.1898
0.0410 -0.2779 0.0122
0.4620 0.2042 0.4154
1.8581 1.5021 2.9211
0.2469 -1.0832 -0.0381
0.8710 1.2836 0.4316
-0.3797 -0.8359 0.9232
-0.0805 -0.3877 -1.7508
0.0841 0.0039 -0.1870
-0.2811 -0.1062 -0.0838
-0.2673 -0.3249 0.3036
-0.1080 0.2131 -0.5610
-0.4170 0.0996 -0.3699
-0.3505 -0.6678 -0.6337
0.1758 0.0611 -0.1739
-0.4044 0.4949 -0.1027
0.1664 -0.2379 -0.2802
-0.6527 -0.8212 0.0738
-1.0693 0.4654 -0.8705
-0.6885 -0.8852 0.3303
1.8616 0.6126 1.5510
-0.6317 -0.1587 -1.5903
0.0354 -1.2886 -1.5815
-0.9335 -0.2260 1.0727
-0.7975 0.7331 0.0727
-0.3003 -0.1141 0.1459
0.0239 0.1965 -0.4403
0.0525 0.3726 -0.1384
0.1298 -0.2315 0.5471
0.5189 -0.0826 0.0573
0.2007 -0.2166 0.0027
-0.3083 0.5534 -0.4308
0.1135 0.1189 0.4941
0.7882 0.5094 0.1642
-0.8869 0.0667 -0.6147
0.9427 0.1979 0.0267
-0.9446 -0.1308 0.9026
-2.6716 -0.8391 -0.5258
1.0777 1.7059 0.9856
0.3597 -0.0634 -1.8638
-0.1745 -0.6366 -0.2100
0.4319 -0.1748 2.0876
0.3415 -0.0830 0.1252
-0.2009 0.4413 -0.0593
0.1164 -0.0628 -0.1395
0.2907 0.3309 -0.1887
0.1120 -0.3088 0.3616
-0.8410 0.3063 0.2347
-0.1219 -0.2746 0.3147
-0.0244 -0.0475 -0.4611
0.5618 0.2861 0.0904
0.3771 0.2612 -0.7942
1.4231 -0.8060 -0.9750

=====

No. 2
A cluster of 5 separate species, C20H55N5O5 in total in a non-equilibrium geometry, computed with ωB97M-V/def2-TZVPD.

Output
total charge: +1
electronic energy: -39304.8830 eV
HOMO-LUMO gap (alpha / beta): 7.83 / 2.23 eV
LUMO (alpha / beta): -3.02 / -8.63 eV
highest occupied orbital energy (alpha / beta): -10.85 / -10.85 eV
relative energy (zero: lowest compared OMol25 entry of this formula, charge and spin): 163.7 kJ/mol
spin multiplicity: 2

CARTESIAN COORDINATES (ANGSTROEM)
C (-2.672699, -1.491985, -0.355931)
C (-1.256989, -1.069675, -0.597811)
C (-1.117889, 0.337585, -1.046971)
O (0.111361, 0.989065, -0.998181)
C (0.225871, 2.349975, -1.375021)
N (-0.715059, -1.066545, 0.786489)
H (-3.362559, -1.343155, -1.186611)
H (-3.300559, -0.918175, 0.325709)
H (-2.663689, -2.559195, -0.134381)
H (-0.706119, -1.740075, -1.257511)
H (-1.779449, 0.768825, -0.295671)
H (-1.333259, 0.358375, -2.115281)
H (1.210711, 2.536205, -1.803391)
H (-0.005009, 3.031605, -0.556381)
H (-0.387089, 2.516375, -2.260851)
H (-1.098379, -0.347405, 1.383159)
H (0.223051, -0.698055, 0.721129)
C (-4.030539, -4.451345, -2.460711)
C (-5.564739, -4.586415, -2.124881)
C (-5.807899, -5.432775, -0.816141)
O (-7.202259, -5.781425, -0.618731)
C (-7.455299, -6.286115, 0.653839)
N (-6.020749, -3.262375, -1.891661)
H (-3.282489, -4.178325, -1.716411)
H (-3.897969, -3.788475, -3.315771)
H (-3.539189, -5.337205, -2.863121)
H (-6.161989, -4.958145, -2.957481)
H (-5.339489, -4.883385, 0.000479)
H (-5.194719, -6.333805, -0.831891)
H (-8.529929, -6.369335, 0.816129)
H (-7.038509, -5.739575, 1.499819)
H (-7.017519, -7.283665, 0.617189)
H (-6.851439, -3.402415, -1.334481)
H (-6.393929, -2.820205, -2.719501)
C (1.292021, 0.929005, 3.359129)
C (0.518481, 2.229615, 2.985489)
C (0.238641, 3.048135, 4.245939)
O (-0.531439, 2.272685, 5.194619)
C (-0.363269, 2.633355, 6.609529)
N (1.353071, 2.940415, 2.039519)
H (2.305801, 1.053745, 3.739639)
H (1.527351, 0.246535, 2.542449)
H (0.845301, 0.271755, 4.105159)
H (-0.391499, 1.944805, 2.457369)
H (-0.314169, 3.952555, 3.991939)
H (1.225551, 3.346695, 4.599469)
H (-0.507279, 3.698315, 6.791749)
H (0.634651, 2.385705, 6.971369)
H (-1.042939, 2.110575, 7.282469)
H (1.848001, 2.317205, 1.417629)
H (0.910911, 3.658255, 1.483359)
C (3.707601, -3.891085, -0.113161)
C (2.906231, -2.587025, -0.324561)
C (2.005801, -2.567425, -1.724381)
O (1.143591, -3.745865, -1.703501)
C (0.848271, -4.081975, -2.999501)
N (2.002651, -2.399935, 0.872129)
H (3.063411, -4.769255, -0.157031)
H (4.133551, -3.843845, 0.889059)
H (4.560101, -3.975445, -0.787131)
H (3.731041, -1.880755, -0.419181)
H (2.698731, -2.663975, -2.560221)
H (1.484281, -1.619435, -1.856371)
H (0.243351, -4.988045, -3.034301)
H (1.696561, -4.390375, -3.610561)
H (0.228561, -3.273085, -3.386481)
H (1.136891, -2.501175, 0.361909)
H (2.065021, -3.154975, 1.540049)
C (2.122851, 6.234135, -2.174251)
C (3.524431, 6.632205, -1.689431)
C (3.978761, 5.715405, -0.570341)
O (5.294281, 6.151835, -0.261001)
C (6.187501, 5.268355, 0.312109)
N (4.461831, 6.477085, -2.810661)
H (1.667951, 6.943135, -2.865981)
H (1.458461, 6.112025, -1.318821)
H (2.056321, 5.252785, -2.643951)
H (3.434401, 7.646335, -1.300161)
H (4.017931, 4.697705, -0.958751)
H (3.277991, 5.789995, 0.261189)
H (6.350441, 5.814655, 1.241149)
H (7.099581, 5.181665, -0.278401)
H (5.773581, 4.265925, 0.421229)
H (5.368081, 6.860365, -2.582831)
H (4.677141, 5.491935, -2.753821)

Forces on the atoms, in the same order (eV/Å):
-1.6922 -0.3340 -1.7348
0.9421 0.5284 2.4770
-1.4667 1.0929 -1.5113
2.6792 -0.3560 1.3135
-0.4921 -1.1719 -1.1553
1.7595 -0.6042 -0.0533
0.3999 -0.4732 -0.8972
0.9306 0.0675 1.0232
-0.2421 0.2257 0.3099
0.0137 -0.4069 0.3803
-0.7492 1.1634 -0.7725
-1.3643 0.4809 -0.0557
0.3782 -0.1817 0.6463
-0.2350 0.2220 0.0088
-0.6569 0.4405 0.2514
-1.2253 0.0091 -0.0942
0.7484 -0.5028 0.0111
0.0255 -1.1950 -1.1342
1.5720 -0.9786 0.6639
0.1370 -0.2153 -1.1459
1.2639 2.1352 -0.8302
0.0415 -1.1955 0.1111
-1.2403 1.5219 1.1855
-0.8286 0.5065 0.6612
-0.2851 0.5150 0.1914
-0.5552 -0.7352 -0.0063
0.5388 -0.9459 -0.1384
-0.6021 0.5117 0.4132
-0.1298 -0.4511 -0.4053
0.0254 0.0337 -0.2390
0.2485 0.3784 -0.1591
-0.0935 -0.3850 0.7774
-0.3674 0.4927 0.4059
0.2934 0.0065 -0.3677
0.4344 -0.8509 -0.0284
2.7058 -1.9194 1.1164
-1.0849 0.2639 1.3881
0.7713 0.5340 -0.1187
0.6174 0.3419 -0.4250
-2.2948 -1.0915 -0.4477
-0.0106 0.9929 0.3033
-0.6112 0.1445 -0.6937
-0.6320 0.5282 -0.0416
-0.6482 0.2314 -0.4197
-0.0999 0.1519 -0.0645
0.0298 -0.0573 0.5055
-0.1237 0.1157 -0.3461
0.2326 -0.0901 -0.3153
-0.3370 -0.3017 -0.8137
0.9959 -0.2729 -0.0011
0.0701 1.0710 0.2098
-0.4314 0.1792 -0.2026
-0.3992 -1.4040 -0.6619
1.7414 -1.5414 2.4260
1.5484 1.6227 1.3231
-1.4177 -0.9496 -0.9936
0.4836 0.9999 -2.1751
0.0887 -0.0419 -0.1679
0.0174 0.0236 0.1095
-0.1705 -0.1371 -0.2311
-0.5837 0.9256 0.1010
0.1599 -0.0218 -0.0110
-0.4321 -0.0122 0.2265
-0.3342 0.0218 0.4615
0.4226 0.7363 -0.1297
0.2009 0.0083 -0.9514
-0.8048 -0.1197 1.1236
0.1439 -0.2401 -0.2046
-0.3219 -0.2963 0.4196
-0.7485 -0.6355 -0.7685
0.7911 0.7484 -0.2930
-1.6911 0.6078 -1.2258
0.1693 0.2600 0.8283
-0.1756 0.2296 0.1749
0.2394 0.0844 0.1009
-0.2246 0.3858 0.2542
0.5602 -0.0955 -0.2998
0.4786 0.1418 -0.2152
-0.1530 -0.3929 0.0605
0.0766 -0.1152 0.5478
0.9140 -1.1197 0.6218
0.0789 0.1450 -0.0147
-0.0425 -0.0774 0.3570
0.0260 0.5699 0.1802
0.0034 -0.4818 -0.7086